C23H52N7SSi4Zr | ωB97M-V/def2-TZVPD

```
88
Properties=species:S:1:pos:R:3
C -0.48 -4.88 0.12
H -3.70 -0.45 3.28
N 0.99 -3.10 -1.44
H 4.36 -1.60 -0.41
H -0.61 -1.62 -3.85
H 4.10 2.68 0.40
C 0.22 0.75 5.03
C 3.25 0.68 2.66
H -2.25 -3.00 -3.05
N -1.64 -1.33 0.75
H -0.53 4.43 3.54
H -0.01 3.68 -2.04
H -2.32 0.50 1.48
H 0.17 0.18 4.10
C -1.28 1.38 -3.49
H 0.54 -5.08 0.48
H -3.70 2.44 -1.82
H 2.85 3.74 1.09
H 2.43 0.68 3.38
H 2.98 -2.83 1.84
H 3.90 2.33 -2.66
C 4.38 -0.65 0.13
H 2.89 2.84 4.98
H 3.16 -3.81 -2.64
N -0.14 -2.58 -0.85
H -5.09 0.35 -1.46
H 1.18 -4.09 -1.31
H -2.50 -4.38 2.05
H -1.14 -5.40 0.82
H -2.62 0.15 -4.65
C 2.19 -2.07 1.83
N -3.38 -0.93 -1.54
Si 2.06 2.69 -1.04
C -4.01 0.38 -1.28
Si 1.20 0.62 -0.15
C -2.38 -0.57 1.63
H -4.22 -0.71 -3.46
H 2.74 3.51 -3.24
C 1.99 3.37 5.30
H -0.10 3.74 -0.26
C -1.63 -2.73 0.92
H -1.53 2.16 -1.63
C 3.31 3.40 0.16
H 0.90 4.88 -1.15
H -3.82 -2.97 3.52
C 2.83 2.55 -2.74
H 0.97 0.31 5.69
H -3.87 0.62 -0.22
H 4.51 0.15 -0.60
C -3.77 -1.50 -2.86
H 2.04 4.41 5.01
S 1.55 -0.61 -2.19
C -3.38 1.45 -2.16
C -3.14 -1.09 2.62
H 1.99 3.30 6.40
H -0.96 0.09 -5.16
N -1.89 1.36 -2.13
C -2.56 -2.08 -3.56
H 4.12 0.28 3.18
H 3.78 4.26 -0.30
H 1.84 -1.97 2.86
H 5.27 -0.67 0.77
C -3.20 -2.53 2.76
H -0.77 0.64 5.50
H -0.71 2.91 2.63
N -1.42 -1.14 -3.48
Si 2.85 -0.43 1.19
H -1.72 3.19 4.04
C -0.72 3.36 3.63
C 0.57 3.84 -1.12
H 1.35 -2.43 1.24
H 3.49 1.71 2.37
H -0.61 -5.37 -0.85
H -3.69 -1.57 -0.81
C -2.46 -3.31 1.94
H -3.72 1.36 -3.19
C 1.87 -2.33 -2.03
H -0.20 1.50 -3.36
Si 0.52 2.51 4.67
H 2.39 1.79 -3.39
Zr -1.00 -0.68 -1.18
H -1.64 2.24 -4.07
H 3.61 -2.21 -3.07
C -1.60 0.12 -4.28
H -2.80 -2.34 -4.59
C -0.79 -3.42 0.08
H -4.54 -2.26 -2.74
N 2.97 -2.82 -2.60
```

The calculation puts the HOMO energy at -13.6 eV. The LUMO energy comes out at -8.56 eV. For the energy, the calculation gives -78731.8568 eV. The energy above the lowest of the compared OMol25 structures with the same formula, charge and spin comes out at 0.0 kJ/mol. The calculation puts the orbital gap at 4.99 eV. Its total charge is +3. As for the largest force on an atom: 0.0099 hartree/bohr.